P.
Computed, not measured: C44H36IrN6O3S2 as an isolated structure, with wB97M-V/def2-TZVPD.

* LUMO level (alpha / beta): -6.18 / -6.35 eV
* expectation value of S²: 0.761
* frontier orbital gap (alpha / beta): 6.53 / 6.35 eV

Geometry as ORCA input:
```
! RIJCOSX wB97M-V def2-TZVPD def2/J DEFGRID3
* xyz 2 2
Ir -0.43950 -0.96090 -0.75926
C -4.49716 2.45492 -5.27823
O -5.33914 1.59802 -4.51217
C -4.79238 0.81077 -3.59549
C -5.69828 -0.02249 -2.89397
C -5.23239 -0.87068 -1.94465
C -3.85436 -0.96355 -1.60242
C -3.40434 -1.88835 -0.61826
C -4.35659 -2.65983 0.24936
O -2.18656 -2.16233 -0.38663
C -2.93775 -0.11939 -2.31648
O -1.65217 -0.07062 -2.14129
C -3.44566 0.75615 -3.29647
H -5.15118 2.97093 -5.97301
H -3.75702 1.87771 -5.83482
H -3.99827 3.18369 -4.63702
H -6.74966 0.02602 -3.13898
H -5.95440 -1.51073 -1.46347
H -5.39651 -2.58467 -0.03380
H -4.24217 -2.29898 1.27336
H -4.05423 -3.70766 0.24608
H -2.72065 1.37639 -3.80455
N 2.77507 0.03662 -3.34305
C 3.47791 1.22015 -3.03356
C 4.59565 1.57852 -3.77199
C 5.31124 2.71955 -3.44912
C 4.90667 3.52318 -2.39417
C 3.77316 3.18646 -1.67140
C 3.06679 2.03803 -1.98754
S 1.60613 1.66032 -1.08093
N 1.27181 0.09796 -1.57187
C 1.78028 -0.50834 -2.61334
C 1.24929 -1.82297 -2.95873
C 1.77721 -2.65453 -3.94029
C 1.19766 -3.88542 -4.18596
C 0.08836 -4.26575 -3.44466
C -0.37200 -3.40486 -2.46633
N 0.19489 -2.22215 -2.22454
H 3.07904 -0.46039 -4.16277
H 4.90776 0.95282 -4.60089
H 6.19108 2.97896 -4.02067
H 5.47046 4.41063 -2.14480
H 3.42460 3.80327 -0.85184
H 2.64998 -2.35294 -4.50143
H 1.60272 -4.54277 -4.94295
H -0.40867 -5.21013 -3.60898
H -1.22158 -3.66087 -1.84841
S 3.30300 -3.94558 3.89334
C 2.31635 -3.21069 2.59981
C 0.95427 -2.99979 2.78046
C 0.23156 -2.38771 1.77734
N 0.79723 -1.98833 0.63046
C 2.09847 -2.22755 0.43603
C 2.88833 -2.83681 1.38828
C 3.80944 -2.37909 4.62097
C 4.94234 -1.72592 4.16351
C 5.26731 -0.50737 4.74882
N 4.54265 0.04386 5.71490
C 3.47885 -0.60667 6.16938
C 3.06649 -1.83093 5.65363
H 0.46808 -3.29863 3.69801
H -0.82803 -2.19385 1.88454
H 2.52395 -1.91133 -0.50556
H 3.93661 -3.01137 1.19323
H 5.56138 -2.15159 3.38566
H 6.14010 0.04869 4.42673
H 2.93032 -0.12910 6.97271
H 2.19901 -2.33939 6.05130
N -0.89372 0.29986 0.60167
C -1.10733 1.23592 1.40605
C -0.00241 1.84855 2.19441
C -0.04537 3.19358 2.55221
C 0.98176 3.73853 3.30697
C 2.04769 2.94796 3.71540
C 2.10410 1.61056 3.34348
C 1.08942 1.06657 2.57676
C -2.50191 1.72130 1.60481
C -3.33489 1.86440 0.49605
C -4.64190 2.28798 0.66427
C -5.12642 2.54940 1.93915
C -4.30033 2.39610 3.04539
C -2.98685 1.98696 2.88323
H -0.87161 3.81567 2.23373
H 0.94309 4.78218 3.58805
H 2.83190 3.37123 4.32866
H 2.93453 0.99276 3.66254
H 1.11924 0.02291 2.29126
H -2.94123 1.67139 -0.49357
H -5.28378 2.41172 -0.19818
H -6.14978 2.87346 2.07236
H -4.68104 2.59371 4.03817
H -2.34600 1.85667 3.74595
*
```

---

Q.
Computed, not measured: C44H36IrN6O3S2 as an isolated structure, with wB97M-V/def2-TZVPD.

* LUMO level (alpha / beta): -5.85 / -6.66 eV
* expectation value of S²: 0.766
* frontier orbital gap (alpha / beta): 6.89 / 6.12 eV

Geometry as ORCA input:
```
! RIJCOSX wB97M-V def2-TZVPD def2/J DEFGRID3
* xyz 2 2
Ir 0.39471 0.56735 -0.71140
C 5.15508 -0.68449 4.11154
O 5.77384 -0.78808 2.82605
C 5.04905 -0.56496 1.74226
C 5.75061 -0.67476 0.51214
C 5.09273 -0.45140 -0.64541
C 3.69753 -0.11811 -0.70144
C 3.10105 0.16644 -1.94548
C 3.83844 0.16177 -3.25298
O 1.86553 0.46037 -2.12507
C 3.00392 -0.03483 0.55294
O 1.73204 0.23772 0.72161
C 3.70394 -0.24697 1.74815
H 5.93664 -0.90118 4.83100
H 4.35044 -1.41397 4.20925
H 4.77368 0.32423 4.27234
H 6.80112 -0.92600 0.53453
H 5.65415 -0.53144 -1.56170
H 4.89201 -0.07118 -3.19411
H 3.72233 1.14488 -3.71115
H 3.35122 -0.55953 -3.91082
H 3.13904 -0.15547 2.66356
N -3.99286 0.20787 -1.21754
C -4.60676 -0.29029 -0.03470
C -5.93232 0.00890 0.22545
C -6.52743 -0.44993 1.39274
C -5.78992 -1.18435 2.30767
C -4.45348 -1.46506 2.05390
C -3.86857 -1.03445 0.87464
S -2.20158 -1.49714 0.50712
N -1.78903 -0.34874 -0.67189
C -2.65489 0.29046 -1.37193
C -2.08067 1.18026 -2.41244
C -2.82337 1.77821 -3.41302
C -2.19352 2.62846 -4.31014
C -0.83923 2.86656 -4.16707
C -0.15427 2.22838 -3.14839
N -0.75463 1.38555 -2.30503
H -4.57338 0.77853 -1.80888
H -6.50379 0.59430 -0.48553
H -7.56795 -0.22814 1.58411
H -6.25019 -1.54233 3.21788
H -3.86979 -2.03586 2.76536
H -3.88176 1.58303 -3.51174
H -2.75838 3.10370 -5.10040
H -0.31001 3.53627 -4.82902
H 0.90328 2.38294 -2.99630
S 1.64317 -5.82310 -2.29839
C 1.20499 -4.17483 -1.82613
C 1.36094 -3.70821 -0.52521
C 1.02934 -2.40369 -0.22994
N 0.56309 -1.55130 -1.15577
C 0.40744 -1.99981 -2.41063
C 0.70680 -3.29058 -2.78218
C 0.73103 -6.71128 -1.04206
C -0.63090 -6.91948 -1.19625
C -1.30009 -7.60613 -0.19245
N -0.70197 -8.07699 0.89786
C 0.60766 -7.89270 1.01826
C 1.37448 -7.21596 0.07617
H 1.73456 -4.35316 0.25771
H 1.12180 -2.01563 0.77490
H 0.00995 -1.29224 -3.12683
H 0.54623 -3.61208 -3.80173
H -1.15707 -6.56640 -2.07266
H -2.36520 -7.78941 -0.27369
H 1.07261 -8.30389 1.90669
H 2.44200 -7.10256 0.20859
N -0.19476 1.93651 0.30782
C -0.42089 3.00509 0.93693
C -1.45481 3.03542 1.99979
C -1.29610 3.84660 3.11983
C -2.25343 3.82967 4.12273
C -3.37227 3.01669 4.00761
C -3.53664 2.21001 2.88769
C -2.57750 2.21770 1.89173
C 0.35682 4.21747 0.57425
C 1.69837 4.09689 0.21464
C 2.41932 5.22024 -0.15261
C 1.80067 6.46441 -0.17590
C 0.46459 6.58601 0.17957
C -0.25840 5.46687 0.56280
H -0.42283 4.47917 3.21267
H -2.12588 4.45497 4.99578
H -4.11947 3.01498 4.78986
H -4.41096 1.57869 2.79014
H -2.69925 1.59758 1.01443
H 2.17908 3.12616 0.25926
H 3.46694 5.13170 -0.40763
H 2.36488 7.34229 -0.46068
H -0.01422 7.55567 0.16570
H -1.29871 5.56112 0.84669
*
```

---

Most stable of them? P.

---

P.
Computed, not measured: a 8-piece molecular cluster, H16O8 overall, with wB97M-V/def2-TZVPD.

* LUMO level: -0.24 eV
* frontier orbital gap: 10.44 eV
* SMILES string: O.O.O.O.O.O.O.O

Geometry as ORCA input:
```
! RIJCOSX wB97M-V def2-TZVPD def2/J DEFGRID3
* xyz 0 1
O -0.02000 -2.85712 -0.70713
H -0.30300 -3.32212 -1.54613
H 0.78600 -3.33412 -0.43313
O -0.47400 3.59187 1.29987
H -0.55000 4.32087 0.69287
H -0.67700 2.81187 0.75187
O 0.56900 0.77087 3.35987
H 0.08100 0.00987 2.99087
H 1.24700 0.31987 3.85287
O -2.44200 -0.40613 -2.07913
H -1.86000 0.09887 -1.48013
H -2.63200 -1.28513 -1.66413
O -1.03800 1.52887 -0.42713
H -1.55000 2.27087 -0.77613
H -0.45300 1.28987 -1.09413
O -0.40500 -0.75613 1.11387
H -0.69100 0.03587 0.67887
H -0.35900 -1.42713 0.42487
O 1.78800 -1.35413 -2.18313
H 1.13100 -1.77913 -1.60413
H 1.92000 -2.03813 -2.82413
O 1.94000 0.70187 0.18087
H 1.29600 0.50087 0.87787
H 2.69600 0.30687 0.59387
*
```

---

Q.
Computed, not measured: a 8-piece molecular cluster, H16O8 overall, with wB97M-V/def2-TZVPD.

* LUMO level: 0.03 eV
* frontier orbital gap: 10.52 eV
* SMILES string: O.O.O.O.O.O.O.O

Geometry as ORCA input:
```
! RIJCOSX wB97M-V def2-TZVPD def2/J DEFGRID3
* xyz 0 1
O 1.46765 -3.35421 0.70837
H 1.87317 -3.43522 -0.13061
H 0.83680 -2.67687 0.63817
O 1.85126 0.13750 1.19894
H 0.93251 0.01251 0.95432
H 1.99039 1.07845 1.17824
O -1.26499 -2.69359 -1.08839
H -1.13415 -3.60715 -1.39148
H -2.00732 -2.28573 -1.54638
O -0.84963 -0.61969 0.79013
H -0.94416 0.01164 0.06947
H -1.27909 -1.39356 0.46084
O -0.69499 1.78901 2.53512
H -0.90153 0.88697 2.27647
H 0.17102 1.74227 2.91075
O -0.50736 1.02822 -1.40964
H -0.92670 0.88237 -2.25169
H -0.65663 1.91338 -1.15055
O -1.04695 3.20191 0.08047
H -1.95238 3.49349 0.17396
H -0.95653 2.62269 0.81541
O 2.06919 0.04942 -1.96389
H 1.33974 0.43943 -1.51651
H 2.59067 0.77674 -2.34152
*
```

---

Most stable of them? Q.

---

P.
Computed, not measured: a 8-piece molecular cluster, H16O8 overall, with wB97M-V/def2-TZVPD.

* LUMO level: -0.06 eV
* frontier orbital gap: 9.31 eV
* SMILES string: O.O.O.O.O.O.O.O

Geometry as ORCA input:
```
! RIJCOSX wB97M-V def2-TZVPD def2/J DEFGRID3
* xyz 0 1
H 0.73405 1.43529 1.08067
H 1.05182 0.00600 0.67300
H -3.03199 -0.45667 -1.52638
H -3.32499 1.02122 -1.32631
H -0.60953 0.20741 -0.91605
H 0.28260 0.77441 -2.00814
H -2.15624 -0.86966 0.35856
H -2.37107 -1.77849 -0.84057
H 3.14151 0.20560 -0.73018
H 4.65243 0.22185 -0.56614
H 0.86121 4.48255 0.97958
H 0.16330 3.14056 0.83117
H 2.05214 -2.79237 0.24434
H 1.98058 -1.27427 0.22764
H -0.55186 -1.38259 2.34520
H -1.57958 -2.35176 2.90602
O 0.33653 0.65194 0.68402
O -2.60596 0.40783 -1.51537
O -0.32434 0.04892 -1.82298
O -1.68343 -1.44519 -0.25317
O 3.86850 -0.28955 -0.33610
O -0.00598 4.08942 0.82984
O 1.75184 -2.05162 -0.29427
O -1.49897 -1.48537 2.49146
*
```

---

Q.
Computed, not measured: a 8-piece molecular cluster, H16O8 overall, with wB97M-V/def2-TZVPD.

* LUMO level: -0.19 eV
* frontier orbital gap: 10.81 eV
* SMILES string: O.O.O.O.O.O.O.O

Geometry as ORCA input:
```
! RIJCOSX wB97M-V def2-TZVPD def2/J DEFGRID3
* xyz 0 1
H -1.32162 -0.10652 0.38368
H -0.34481 -1.02572 1.09849
H 3.31807 1.72633 0.71981
H 4.47721 2.38016 1.45394
H -4.00802 -2.00052 2.86698
H -5.39698 -1.56331 3.30252
H -2.74334 -2.52461 -2.46200
H -3.57635 -2.30142 -3.71352
H -4.94450 4.10234 -1.24035
H -3.85015 3.13307 -0.82447
H 0.97857 -1.64876 -0.27591
H 2.40172 -1.65258 -0.80943
H 2.34359 2.45824 -0.34099
H 3.82956 2.66255 -0.58636
H 3.56433 -1.73259 0.37466
H 4.87348 -2.35513 -0.08209
O -0.49536 -0.58564 0.25431
O 3.52930 2.21898 1.52085
O -4.46480 -1.46897 3.52865
O -2.73472 -2.06365 -3.30842
O -4.07902 4.06931 -0.81745
O 1.70490 -2.24173 -0.49908
O 2.97588 3.09886 -0.68568
O 3.96305 -2.57865 0.14185
*
```

---

Most stable of them? Q.

---

P.
Computed, not measured: a 8-piece molecular cluster, H16O8 overall, with wB97M-V/def2-TZVPD.

* LUMO level: -0.31 eV
* frontier orbital gap: 9.09 eV
* SMILES string: O.O.O.O.O.O.O.O

Geometry as ORCA input:
```
! RIJCOSX wB97M-V def2-TZVPD def2/J DEFGRID3
* xyz 0 1
H -0.09245 1.11951 -0.26754
H -1.31737 0.53036 -0.94761
H 3.22952 1.65033 1.64284
H 4.10808 2.48944 0.72958
H -5.42565 -0.36216 -2.24827
H -6.55122 0.25774 -3.05997
H -0.70113 2.01151 2.41006
H -0.36445 2.12879 3.88754
H 4.13483 -0.18012 -0.01764
H 2.84273 0.28149 -0.67142
H -0.62868 -2.15652 0.86824
H -1.75523 -2.52159 1.82094
H 0.01130 -0.85457 -3.87649
H -1.13144 -1.26886 -4.78893
H 1.75285 -0.95563 2.63419
H 1.92519 -0.24712 1.30064
O -0.57429 0.29259 -0.38168
O 4.11937 1.69499 1.27521
O -6.25459 -0.58083 -2.68876
O -1.10399 2.17163 3.27091
O 3.29611 0.25233 0.17863
O -1.26579 -1.76589 1.47692
O -0.17170 -1.18368 -4.76372
O 1.95026 -1.12147 1.70547
*
```

---

Q.
Computed, not measured: a 8-piece molecular cluster, H16O8 overall, with wB97M-V/def2-TZVPD.

* LUMO level: -0.14 eV
* frontier orbital gap: 11.21 eV
* SMILES string: O.O.O.O.O.O.O.O

Geometry as ORCA input:
```
! RIJCOSX wB97M-V def2-TZVPD def2/J DEFGRID3
* xyz 0 1
H 0.59171 0.81048 1.47049
H 0.80279 0.35142 0.03705
H 0.38079 -1.86318 -1.65869
H -1.07831 -2.18455 -1.93763
H 2.46841 3.39410 -0.66265
H 3.93689 3.37555 -0.27120
H 3.11128 -2.13872 1.18418
H 4.29543 -1.53805 0.44458
H 0.77185 -3.33147 0.42181
H 2.07553 -3.79797 -0.20495
H -0.98875 2.98134 -0.01552
H -0.25940 4.27873 0.29252
H -3.83501 0.19846 1.64381
H -4.28594 -0.44049 2.94705
H -3.58500 -0.47078 -0.95231
H -3.93549 -0.79639 -2.39494
O 0.11579 0.47794 0.70114
O -0.43946 -1.46354 -1.96930
O 3.22600 3.97421 -0.52659
O 4.07232 -2.18283 1.12536
O 1.48955 -3.03476 -0.14904
O -0.16115 3.44612 -0.18298
O -4.54110 0.22607 2.29929
O -4.22874 -0.27170 -1.64149
*
```

---

R.
Computed, not measured: a 8-piece molecular cluster, H16O8 overall, with wB97M-V/def2-TZVPD.

* LUMO level: -0.12 eV
* frontier orbital gap: 10.36 eV
* SMILES string: O.O.O.O.O.O.O.O

Geometry as ORCA input:
```
! RIJCOSX wB97M-V def2-TZVPD def2/J DEFGRID3
* xyz 0 1
H 0.31182 -0.28993 -0.60047
H 0.42568 -1.59130 -1.49578
H 2.02836 -3.16603 -0.19524
H 1.29022 -1.97183 0.26987
H -2.74824 -0.11132 -1.00138
H -1.68152 0.70385 -1.25249
H -2.36056 -0.32170 2.93128
H -2.43719 -1.26733 4.01269
H 0.18847 2.53535 -0.44756
H -1.03129 3.02415 -1.06848
H 1.02726 1.13920 -4.44983
H 2.50510 1.86370 -4.53619
H -1.23313 2.15431 1.84147
H -0.87903 1.34127 0.59784
H 2.58617 -2.06290 1.56992
H 2.22114 -2.21058 3.07461
O 0.09014 -1.24221 -0.73449
O 1.50442 -2.83823 0.54788
O -2.45129 0.70720 -0.66861
O -2.93758 -1.08988 3.19227
O -0.08609 2.87519 -1.27205
O 1.61786 1.89432 -4.16317
O -0.59775 1.58923 1.40721
O 2.64701 -1.66452 2.44068
*
```

---

S.
Computed, not measured: a 8-piece molecular cluster, H16O8 overall, with wB97M-V/def2-TZVPD.

* LUMO level: -0.20 eV
* frontier orbital gap: 10.58 eV
* SMILES string: O.O.O.O.O.O.O.O

Geometry as ORCA input:
```
! RIJCOSX wB97M-V def2-TZVPD def2/J DEFGRID3
* xyz 0 1
O -0.54677 1.34250 2.69900
H -0.41663 0.94700 1.82373
H -1.09043 2.11798 2.53582
O -3.93581 -0.37846 -0.34506
H -3.16079 -0.91939 -0.15490
H -3.63053 0.52896 -0.24888
O -0.64243 1.74357 -3.24529
H -0.47469 1.56624 -2.31206
H -0.37725 2.66181 -3.35919
O 2.90450 -0.19861 1.71312
H 2.23637 -0.82065 1.40055
H 2.96905 -0.35372 2.66079
O -1.73042 -1.72557 -1.62334
H -1.55136 -2.67069 -1.65359
H -2.37608 -1.56464 -2.32228
O -0.30283 0.15056 0.07169
H 0.45732 -0.39342 0.30924
H -0.69375 -0.29963 -0.69260
O 1.80705 -2.69105 0.76837
H 1.47661 -3.45832 0.29207
H 2.70217 -2.92020 1.04407
O 2.14460 2.80142 0.37295
H 2.03853 1.95634 0.82661
H 2.19357 2.57798 -0.56083
*
```

---

Most stable of them? S.

---

P.
Computed, not measured: a 8-piece molecular cluster, H16O8 overall, with wB97M-V/def2-TZVPD.

* LUMO level: -0.72 eV
* frontier orbital gap: 9.76 eV
* SMILES string: O.O.O.O.O.O.O.O

Geometry as ORCA input:
```
! RIJCOSX wB97M-V def2-TZVPD def2/J DEFGRID3
* xyz 0 1
O -18.11000 -1.32100 18.40600
H -18.14900 -0.78000 19.16000
H -17.56500 -2.00400 18.80200
O -14.51800 -1.34600 20.84000
H -13.76900 -1.81100 21.09600
H -14.38000 -0.48400 21.18100
O -16.22800 -3.08200 19.55100
H -15.84300 -2.42800 20.15100
H -15.82800 -3.91700 19.74800
O -17.02300 0.71300 20.00200
H -16.40900 0.10500 19.57000
H -16.51300 1.10800 20.70100
O -14.84800 -0.16900 18.24300
H -14.50300 -0.69100 18.96500
H -15.12000 -0.80100 17.56200
O -13.49700 -3.80700 18.68900
H -13.90500 -3.49400 17.86300
H -12.97900 -3.11300 19.02300
O -14.76700 -5.62500 20.13800
H -14.21800 -5.91400 20.89200
H -14.21100 -4.88800 19.70000
O -15.22100 -6.10900 17.40000
H -14.99500 -6.14600 18.30600
H -15.59900 -5.25800 17.25600
*
```

---

Q.
Computed, not measured: H16O8 as an isolated structure, with wB97M-V/def2-TZVPD.

* LUMO level: 0.13 eV
* frontier orbital gap: 7.92 eV

Geometry as ORCA input:
```
! RIJCOSX wB97M-V def2-TZVPD def2/J DEFGRID3
* xyz 0 1
H -0.59815 1.18392 0.32896
H -0.11415 -0.20678 0.23650
H -1.05346 4.46395 -0.67960
H 0.08036 3.39765 -0.10925
H -0.78270 -1.78517 -0.66387
H -1.98315 -0.93817 -0.85748
H -5.68893 0.94784 2.02145
H -4.93353 0.97767 0.63136
H -3.73674 -2.28710 -0.23302
H -3.04358 -2.34541 -1.50880
H 2.04343 2.46428 -2.12890
H 2.99649 2.29557 -0.79984
H 3.57128 -2.60382 0.32115
H 4.56150 -2.12964 -0.83091
H 4.39815 -0.65426 1.08640
H 5.22144 0.21015 2.12994
O 0.22060 0.65300 0.41991
O -0.80923 3.52059 -0.42464
O -1.68814 -1.82757 -0.67358
O -5.20030 0.44480 1.42042
O -3.06356 -2.80292 -0.72095
O 2.21279 2.77430 -1.24876
O 3.79770 -2.77024 -0.58607
O 4.41287 -0.36579 1.94566
*
```

---

Most stable of them? P.